DFT (wB97M-V/def2-TZVPD) results for a single C13H15N3O4S molecule at a distorted geometry.

The geometry in ORCA input format:
```
! RIJCOSX wB97M-V def2-TZVPD def2/J DEFGRID3
* xyz 0 1
H -3.576 1.041 1.899
H -3.663 -0.605 2.524
C 1.382 0.668 0.508
H 1.488 -2.187 2.167
C 3.039 1.441 -1.244
C -0.374 0.651 -2.251
C 2.838 -1.740 0.709
C -1.615 0.344 -0.045
H -1.225 -1.818 -2.604
C -2.853 -1.682 0.339
C -2.484 -0.416 0.758
C -2.383 -2.207 -0.852
H -0.897 0.683 -3.206
H 4.000 1.801 -0.878
H 2.370 2.287 -1.363
C 0.983 -0.309 1.498
H -2.666 -3.203 -1.159
H 3.204 0.959 -2.206
H 3.980 -0.860 -0.731
O 0.682 2.990 -0.557
H -0.219 1.667 -1.910
N -1.221 1.618 0.408
H -1.674 1.853 1.281
H -2.182 0.330 2.738
H -3.514 -2.270 0.959
N 1.748 -1.473 1.496
O 0.465 2.746 1.850
O 3.472 -2.760 0.752
S 0.354 2.147 0.558
C -3.007 0.125 2.056
H 0.593 0.180 -2.425
C -1.570 -1.435 -1.654
C -1.187 -0.151 -1.277
C 2.475 0.471 -0.268
O 0.077 -0.178 2.286
N 3.160 -0.707 -0.156
*
```

Properties
- ΔE to the lowest compared entry with this formula, charge and spin: 0.0 kJ/mol
- Gap between HOMO and LUMO: 0.324 Ha
- SMILES: Cc1cccc(C)c1NS(=O)(=O)c1c(C)[nH]c(=O)[nH]c1=O
- M: 309.35 g mol⁻¹
- E_LUMO: 0.1 eV
- Electronic energy: -37221.110 eV